4 unconnected molecules or ions with the total composition C37H61BrClF3NO11P in a non-equilibrium geometry. Source: the OMol25 dataset; level of theory: the ωB97M-V functional and the def2-TZVPD basis.

```
! wB97M-V def2-TZVPD RIJCOSX def2/J DEFGRID3
* xyz 0 1
C -2.539 -4.928 2.605
C -2.783 -3.546 2.857
C -3.265 -2.027 3.361
C -1.882 -1.091 3.251
C -1.197 -1.210 4.771
C -1.913 -0.278 5.902
C -0.776 0.171 7.045
C 0.437 1.079 6.365
N 1.134 2.004 7.338
C 0.782 2.491 8.727
C 2.029 3.506 9.055
C 3.149 3.588 7.855
C 2.449 2.549 6.782
O -2.147 0.316 2.951
C -1.775 0.711 1.590
C -2.334 -0.332 0.409
C -1.162 -1.277 -0.237
C -0.470 -0.689 -1.605
O 0.987 -1.012 -1.500
C 1.784 -0.163 -2.399
C -0.197 1.129 1.388
O 0.775 0.236 2.029
C 2.112 0.752 1.664
C -2.630 2.124 1.305
C -2.069 2.965 0.009
C -1.201 4.306 0.378
O -0.093 4.405 -0.629
C 0.519 5.745 -0.598
C 1.887 5.934 0.297
O -0.062 6.720 -1.340
O -2.561 2.883 2.562
C -3.903 3.356 2.992
Br -5.083 1.818 3.629
C -4.623 4.265 1.834
C -5.933 5.117 2.325
O -6.149 6.175 1.282
C -7.334 4.267 2.393
F -7.751 4.001 3.818
F -7.362 3.043 1.549
F -8.413 5.165 1.840
P -3.563 4.395 4.606
O -5.060 4.514 5.552
Cl -2.982 6.345 3.913
H -2.583 -6.083 2.315
H -4.121 -1.663 2.652
H -3.558 -2.105 4.493
H -1.071 -1.600 2.537
H -1.377 -2.344 5.090
H -0.042 -1.077 4.652
H -2.699 -0.959 6.485
H -2.438 0.691 5.513
H -0.288 -0.776 7.544
H -1.337 0.817 7.845
H 1.193 0.410 5.729
H -0.117 1.784 5.578
H -0.178 2.198 9.329
H 2.016 4.079 10.081
H 4.131 4.221 7.785
H 2.978 2.321 5.738
H -2.770 0.315 -0.495
H -3.227 -0.999 0.773
H -1.694 -2.298 -0.553
H -0.301 -1.580 0.495
H -0.835 -1.264 -2.584
H -0.543 0.476 -1.733
H 1.136 0.399 -3.206
H 2.445 0.579 -1.739
H 2.580 -0.887 -2.915
H 0.136 1.279 0.276
H -0.072 2.194 1.911
H 2.922 0.242 2.356
H 2.366 0.534 0.527
H 2.104 1.937 1.760
H -3.723 1.753 1.022
H -1.500 2.286 -0.791
H -3.039 3.350 -0.572
H -1.886 5.236 0.179
H -0.681 4.291 1.426
H 2.413 6.965 0.103
H 1.573 5.786 1.433
H 2.585 5.002 0.047
H -3.812 5.050 1.464
H -4.929 3.644 0.863
H -5.806 5.696 3.333
H -5.577 6.985 1.516
H -4.850 4.789 6.492
C 5.178 -3.024 -4.783
C 3.674 -2.985 -4.784
O 3.062 -1.932 -4.962
C 2.945 -4.283 -4.558
H 5.568 -2.015 -4.958
H 5.540 -3.375 -3.813
H 5.533 -3.679 -5.582
H 3.208 -4.690 -3.578
H 3.201 -4.994 -5.347
H 1.866 -4.102 -4.585
C 5.273 -7.367 -7.681
C 3.887 -7.401 -7.096
O 3.591 -6.719 -6.116
C 2.877 -8.302 -7.755
H 5.895 -6.674 -7.104
H 5.722 -8.362 -7.633
H 5.231 -7.018 -8.716
H 3.219 -9.339 -7.710
H 2.728 -7.995 -8.793
H 1.922 -8.224 -7.226
C 3.566 -3.710 -11.277
C 3.550 -4.483 -9.986
O 3.545 -5.713 -9.978
C 3.540 -3.693 -8.704
H 3.572 -4.410 -12.120
H 2.672 -3.085 -11.348
H 4.467 -3.092 -11.329
H 2.645 -3.068 -8.660
H 4.440 -3.076 -8.642
H 3.529 -4.383 -7.854
*
```

Output
Energy in eV: -163354.300
Orbital gap in eV: 7.58

4 unconnected molecules or ions with the total composition C37H62F20N4O6S3. Source: the OMol25 dataset; level of theory: the ωB97M-V functional and the def2-TZVPD basis.

```
! wB97M-V def2-TZVPD RIJCOSX def2/J DEFGRID3
* xyz 0 1
C 7.954 2.034 -0.236
C 8.072 3.460 -0.785
C 6.845 4.330 -0.490
C 5.645 4.004 -1.392
N 4.362 3.925 -0.629
C 4.198 2.590 -0.056
C 3.102 2.492 1.008
C 2.613 1.048 1.165
C 1.528 0.641 0.149
C 0.498 -0.378 0.703
C 0.751 -1.899 0.491
C 2.068 -2.367 -0.118
F 2.122 -3.695 -0.111
F 2.163 -1.964 -1.390
F 3.140 -1.923 0.532
O 0.698 -2.572 1.764
S -0.808 -2.941 2.275
O -0.595 -3.348 3.637
O -1.427 -1.419 2.384
C -1.978 -0.911 1.159
C -0.968 -0.049 0.348
C -1.311 -0.092 -1.154
F -1.667 -1.357 -1.531
F -0.242 0.246 -1.919
C -2.487 0.827 -1.593
F -3.505 0.657 -0.715
F -2.920 0.427 -2.799
C -2.128 2.354 -1.716
F -1.676 2.569 -2.952
F -1.142 2.681 -0.844
C -3.321 3.339 -1.464
F -3.029 4.491 -2.093
F -4.418 2.823 -2.027
C -3.632 3.698 0.046
F -4.962 3.808 0.173
F -3.208 2.710 0.867
C -3.000 5.037 0.543
F -3.717 6.052 0.026
F -1.730 5.140 0.114
C -2.989 5.151 2.097
F -1.980 4.398 2.572
F -4.147 4.694 2.604
C -2.779 6.598 2.627
F -3.811 7.363 2.305
F -2.673 6.551 3.943
F -1.681 7.126 2.112
C 3.289 4.341 -1.454
S 2.290 3.361 -2.296
S 3.260 6.088 -1.433
C 1.937 6.562 -2.548
C 2.392 7.085 -3.928
C 1.766 6.313 -5.099
H 7.310 1.416 -0.870
H 7.497 2.047 0.760
H 8.927 1.548 -0.156
H 8.965 3.939 -0.376
H 8.190 3.411 -1.875
H 6.549 4.247 0.560
H 7.118 5.377 -0.656
H 5.790 3.043 -1.906
H 5.531 4.777 -2.150
H 4.065 1.833 -0.841
H 5.150 2.370 0.440
H 3.538 2.809 1.961
H 2.272 3.174 0.799
H 2.224 0.899 2.176
H 3.496 0.415 1.061
H 0.982 1.557 -0.100
H 1.960 0.309 -0.792
H 0.527 -0.265 1.788
H -0.011 -2.337 -0.168
H -2.829 -0.296 1.447
H -2.364 -1.747 0.571
H -1.118 0.984 0.665
H 1.261 5.714 -2.667
H 1.389 7.332 -1.997
H 2.098 8.136 -4.007
H 3.481 7.054 -4.003
H 2.379 6.401 -5.999
H 0.767 6.692 -5.332
H 1.690 5.249 -4.863
C 4.354 -7.238 2.479
C 3.524 -8.504 2.285
C 2.361 -8.344 1.300
O 1.246 -7.632 1.792
C 1.361 -6.221 1.754
N 3.093 -8.997 3.595
H 3.852 -6.531 3.141
H 5.310 -7.487 2.938
H 4.549 -6.738 1.529
H 4.180 -9.266 1.852
H 1.981 -9.343 1.065
H 2.710 -7.895 0.359
H 1.922 -5.897 0.875
H 1.837 -5.824 2.653
H 0.350 -5.817 1.701
H 2.661 -9.910 3.492
H 2.351 -8.391 3.934
C -7.004 6.992 2.250
C -8.435 6.503 2.060
C -9.063 6.911 0.722
O -9.452 8.267 0.634
C -8.421 9.180 0.316
N -9.237 6.916 3.214
H -6.973 8.046 2.529
H -6.522 6.434 3.053
H -6.413 6.860 1.341
H -8.413 5.409 2.058
H -9.985 6.340 0.591
H -8.395 6.657 -0.113
H -7.703 8.738 -0.383
H -7.885 9.525 1.203
H -8.888 10.042 -0.160
H -10.152 6.480 3.171
H -9.416 7.913 3.135
C -1.269 -12.049 -2.643
C -0.250 -11.068 -2.072
C 1.157 -11.654 -1.896
O 1.307 -12.527 -0.795
C 0.886 -13.859 -1.008
N -0.780 -10.494 -0.833
H -1.624 -12.742 -1.881
H -2.138 -11.506 -3.015
H -0.849 -12.628 -3.467
H -0.143 -10.248 -2.789
H 1.845 -10.828 -1.700
H 1.490 -12.150 -2.818
H 1.096 -14.181 -2.033
H -0.179 -13.994 -0.806
H 1.449 -14.490 -0.320
H -0.164 -9.747 -0.523
H -0.717 -11.203 -0.108
*
```

Output
Energy in eV: -144473.838
Orbital gap in eV: 8.88

A molecular structure, C37H62GaN5Sb3Si3 in a non-equilibrium geometry. Source: the OMol25 dataset; level of theory: the ωB97M-V functional and the def2-TZVPD basis.

```
! wB97M-V def2-TZVPD RIJCOSX def2/J DEFGRID3
* xyz 3 1
Ga 2.880 -1.477 1.831
C 4.942 -3.636 1.038
N 4.922 -2.465 1.975
C 5.196 -2.855 3.365
C 4.331 -2.014 4.277
N 3.186 -1.508 3.902
C 2.695 -0.780 4.992
C 1.540 0.011 5.189
C 1.460 0.676 6.378
C 2.482 0.651 7.378
C 3.588 -0.136 7.235
C 3.614 -0.912 6.039
N 4.635 -1.743 5.560
C 3.638 -4.342 1.240
N 2.619 -3.787 1.844
C 1.589 -4.699 1.817
C 0.311 -4.612 2.345
C -0.507 -5.679 2.251
C 0.010 -6.885 1.669
C 1.255 -6.975 1.116
C 2.077 -5.864 1.188
N 3.368 -5.595 0.781
H 5.009 -3.299 -0.010
H 5.774 -4.302 1.220
H 5.560 -1.770 1.586
H 4.909 -3.893 3.515
H 6.220 -2.740 3.616
H 0.744 0.111 4.409
H 0.611 1.356 6.600
H 2.388 1.294 8.249
H 4.467 -0.203 7.872
H 5.571 -1.917 5.954
H -0.014 -3.708 2.845
H -1.495 -5.755 2.729
H -0.588 -7.804 1.715
H 1.572 -7.870 0.647
H 3.996 -6.137 0.223
C -3.827 1.315 -3.429
Sb -2.271 1.452 -1.934
C -3.424 2.499 -0.461
C -1.630 -0.614 -1.453
C -2.811 -1.443 -1.170
C -3.556 -1.905 -2.261
C -4.677 -2.690 -2.120
C -5.006 -3.134 -0.832
C -4.191 -2.784 0.249
C -3.078 -1.954 0.097
C -2.269 -1.682 1.310
Sb -3.183 -0.076 2.568
C -2.255 -0.747 4.439
C -5.064 -1.024 3.016
H -3.441 0.746 -4.231
H -4.258 2.273 -3.630
H -4.611 0.717 -2.916
H -4.022 1.762 0.013
H -4.098 3.154 -1.023
H -2.817 3.018 0.253
H -1.014 -0.458 -0.597
H -1.100 -1.006 -2.328
H -3.210 -1.559 -3.257
H -5.188 -3.023 -3.002
H -5.935 -3.717 -0.699
H -4.461 -3.192 1.241
H -1.224 -1.430 1.112
H -2.295 -2.581 1.995
H -2.034 -0.051 5.253
H -1.352 -1.315 4.185
H -2.908 -1.490 4.869
H -4.939 -2.120 3.140
H -5.717 -0.944 2.178
H -5.579 -0.669 3.903
C 0.459 6.537 -3.348
Si -0.917 5.725 -2.439
C -0.708 5.918 -0.622
C -2.585 5.895 -3.200
Sb -0.309 3.005 -2.968
Si -0.049 2.371 -5.493
C 1.727 2.461 -5.815
C -0.746 0.728 -5.623
C -0.771 3.696 -6.455
Si 1.541 1.860 -1.506
C 2.899 3.049 -1.842
C 1.803 0.175 -2.213
C 0.829 2.029 0.185
H 0.075 7.573 -3.476
H 0.705 6.111 -4.306
H 1.386 6.609 -2.805
H -1.020 6.891 -0.346
H 0.373 5.845 -0.416
H -1.218 5.186 -0.037
H -3.107 6.763 -2.819
H -3.182 5.009 -3.034
H -2.512 6.000 -4.300
H 2.284 1.543 -5.665
H 2.160 3.291 -5.212
H 1.832 2.642 -6.867
H -1.826 0.722 -5.360
H -0.195 0.034 -5.008
H -0.597 0.293 -6.647
H -0.254 4.632 -6.103
H -1.834 3.982 -6.321
H -0.634 3.540 -7.531
H 3.146 3.001 -2.917
H 3.849 2.967 -1.372
H 2.605 4.097 -1.545
H 2.282 0.338 -3.181
H 0.932 -0.437 -2.371
H 2.561 -0.369 -1.639
H 0.657 1.080 0.701
H -0.192 2.450 0.112
H 1.447 2.692 0.748
*
```

Output
Energy in eV: -142427.084
Orbital gap in eV: 6.93

A molecular structure, C37H64BIN9O2PPbS3. Source: the OMol25 dataset; level of theory: the ωB97M-V functional and the def2-TZVPD basis.

```
! wB97M-V def2-TZVPD RIJCOSX def2/J DEFGRID3
* xyz -2 1
Pb 0.087 0.423 -0.824
C -3.579 -0.901 -3.269
C -2.701 -1.688 -2.294
C -2.878 -3.195 -2.492
C -2.982 -1.314 -0.865
C -4.177 -1.482 -0.149
C -3.930 -0.954 1.102
C -4.909 -0.780 2.226
C -5.413 0.666 2.231
C -6.068 -1.766 2.109
N -2.648 -0.507 1.125
N -2.074 -0.745 -0.088
B -1.833 -0.118 2.411
N -1.328 1.342 2.488
N -0.417 1.780 1.569
C 0.026 2.956 1.969
C -0.581 3.298 3.188
C -1.417 2.250 3.507
C -2.233 2.275 4.789
C -3.471 3.168 4.643
C -2.602 0.963 5.481
C 1.082 3.705 1.199
C 1.690 4.820 2.046
C 0.544 4.262 -0.124
N -0.653 -1.124 2.596
N 0.579 -0.904 2.067
C 1.371 -1.854 2.544
C 0.640 -2.732 3.372
C -0.649 -2.239 3.372
C -1.869 -2.822 4.028
C -1.500 -3.615 5.280
C -2.650 -3.693 3.036
C 2.846 -1.857 2.251
C 3.619 -2.599 3.341
C 3.171 -2.434 0.873
H -3.312 -1.153 -4.298
H -3.447 0.172 -3.131
H -4.637 -1.143 -3.113
H -1.658 -1.443 -2.503
H -3.898 -3.503 -2.241
H -2.185 -3.762 -1.863
H -2.689 -3.462 -3.535
H -5.098 -1.918 -0.504
H -4.403 -0.969 3.173
H -6.011 0.852 1.335
H -4.573 1.362 2.208
H -6.025 0.873 3.114
H -6.667 -1.560 1.218
H -6.724 -1.679 2.979
H -5.710 -2.796 2.048
H -2.582 -0.296 3.308
H -0.413 4.179 3.790
H -1.565 2.793 5.482
H -4.187 2.731 3.948
H -3.195 4.152 4.262
H -3.968 3.294 5.610
H -3.437 0.464 4.990
H -2.907 1.183 6.509
H -1.758 0.270 5.515
H 1.879 2.993 0.966
H 0.957 5.611 2.241
H 2.536 5.261 1.517
H 2.055 4.443 3.005
H -0.396 4.800 0.022
H 0.348 3.477 -0.858
H 1.273 4.945 -0.568
H 1.007 -3.593 3.909
H -2.526 -2.005 4.327
H -0.924 -4.509 5.022
H -2.403 -3.938 5.805
H -0.898 -3.013 5.963
H -2.062 -4.577 2.768
H -2.870 -3.141 2.120
H -3.598 -4.030 3.468
H 3.169 -0.812 2.248
H 3.390 -3.670 3.325
H 3.381 -2.215 4.336
H 4.693 -2.483 3.177
H 2.781 -3.454 0.777
H 4.253 -2.464 0.728
H 2.745 -1.823 0.078
S -2.212 2.123 -1.324
C -1.914 3.279 -2.508
N -1.741 4.091 -3.321
N 0.056 -4.518 -0.322
C 0.667 -4.618 -1.557
C 0.733 -3.341 -2.028
N 0.176 -2.474 -1.115
C -0.216 -3.207 -0.104
H -0.132 -5.266 0.318
H 0.995 -5.559 -1.965
H 1.139 -2.973 -2.959
H -0.683 -2.841 0.800
C 3.014 3.631 -3.128
C 4.205 2.711 -2.975
C 5.180 2.788 -4.133
O 4.904 3.093 -1.770
P 5.121 1.988 -0.610
S 6.115 2.841 0.846
S 3.411 1.063 -0.257
O 6.102 0.967 -1.443
C 6.075 -0.452 -1.301
C 6.650 -1.024 -2.581
C 6.853 -0.873 -0.067
H 2.439 3.366 -4.018
H 3.347 4.671 -3.208
H 2.357 3.535 -2.264
H 3.835 1.689 -2.871
H 5.535 3.816 -4.257
H 4.692 2.470 -5.058
H 6.039 2.143 -3.939
H 5.037 -0.767 -1.196
H 7.664 -0.646 -2.741
H 6.033 -0.734 -3.434
H 6.684 -2.116 -2.528
H 7.894 -0.545 -0.146
H 6.827 -1.961 0.048
H 6.422 -0.411 0.823
I 0.688 0.239 -3.720
*
```

Output
Energy in eV: -112744.972
Orbital gap in eV: 6.12
Relative energy (zero: lowest compared OMol25 entry of this formula, charge and spin) in kcal/mol: 0.0